C16H25N4O2 | ωB97M-V/def2-TZVPD

Each line ends with the natural charge from an NBO analysis.
Geometry (Å):
O  -2.952  -1.637  -0.324  -0.4529
N  -1.927  -2.350  -0.261  0.5378
O  -1.961  -3.550  -0.384  -0.3019
C  -0.695  -1.712  -0.037  -0.0898
C  0.463  -2.507  0.047  -0.1043
C  1.692  -1.962  0.263  -0.2900
C  1.869  -0.563  0.427  0.3613
N  3.073  -0.024  0.683  -0.3950
C  4.329  -0.660  0.340  -0.2358
H  4.212  -1.721  0.148  0.2169
H  5.026  -0.531  1.174  0.2079
C  4.894  0.031  -0.928  -0.2297
N  5.050  1.452  -0.762  -0.6071
H  5.837  1.674  -0.163  0.3634
C  3.839  2.078  -0.298  -0.2306
H  4.031  3.130  -0.092  0.2191
C  3.294  1.377  0.969  -0.2380
H  2.394  1.863  1.338  0.2070
H  4.050  1.438  1.759  0.2122
H  3.093  2.004  -1.096  0.1872
H  5.857  -0.410  -1.185  0.2220
H  4.199  -0.140  -1.756  0.1918
C  0.693  0.228  0.347  -0.3382
C  -0.544  -0.320  0.123  0.2158
N  -1.715  0.544  0.031  -0.4624
C  -1.990  1.308  1.274  -0.2178
C  -3.466  1.253  1.663  -0.4213
H  -3.634  2.054  2.385  0.2354
H  -3.679  0.311  2.170  0.2264
C  -4.442  1.401  0.489  -0.4184
H  -5.396  1.731  0.900  0.2405
H  -4.625  0.426  0.031  0.2095
C  -3.998  2.384  -0.597  -0.4136
H  -4.888  2.748  -1.111  0.2380
H  -3.509  3.252  -0.155  0.2009
C  -3.103  1.736  -1.655  -0.4190
C  -1.694  1.400  -1.182  -0.2059
H  -1.130  2.310  -0.965  0.2127
H  -1.171  0.855  -1.972  0.2332
H  -3.004  2.411  -2.506  0.2418
H  -3.588  0.826  -2.014  0.2190
H  -1.674  2.341  1.125  0.2154
H  -1.390  0.886  2.083  0.2377
H  -2.511  -0.173  -0.106  0.4922
H  0.756  1.299  0.438  0.2284
H  2.532  -2.630  0.339  0.2353
H  0.345  -3.575  -0.059  0.2630

Forces on atoms 1 to 2 (eV/Å):
O -0.296 -0.333 -0.069
N -0.697 -0.584 -0.141

The charge is +1. The value obtained for the energy above the lowest of the compared OMol25 structures with the same formula, charge and spin is 0.1 kcal per mole. The highest occupied orbital energy comes out at -0.4071 Ha. The gap between HOMO and LUMO is 7.093 eV. As for the SMILES: O=[N+]([O-])c1ccc(N2CCNCC2)cc1[NH+]1CCCCCC1. The calculation puts the molar mass at 305.40 Da.